DFT (ωB97M-V/def2-TZVPD) results for a structure of composition C64H53FGeO2P3Ti.

Output
* E_tot: -6671.2716 a.u.
* largest force on an atom: 2.1 eV/Å
* spin multiplicity: 3
* orbital gap (spin up / spin down): 8.0 / 5.7 eV
* net charge: +1

Each line ends with the Mulliken charge.
Positions of all 125 atoms, in Å:
Ti 0.4367 -0.6747 -0.4953  -0.864
F 2.2339 -0.5294 -0.1458  -0.232
Ge 0.8761 1.8030 0.2437  2.884
C -0.0848 3.5158 0.4442  0.664
C 0.4123 4.7538 0.0174  -0.291
C -0.2568 5.9243 0.3409  -0.906
C -1.4315 5.8808 1.0869  -0.921
C -1.9580 4.6618 1.4804  -0.107
C -1.2962 3.4780 1.1460  -0.836
P -1.9416 1.8339 1.6042  1.950
C -2.3230 2.1603 3.3799  0.400
C -1.2853 2.7303 4.1290  -0.502
C -1.4264 2.9375 5.4930  -0.420
C -2.5967 2.5552 6.1378  -0.808
C -3.6376 2.0091 5.4032  -0.602
C -3.5053 1.8132 4.0305  -0.805
C -3.5783 1.7709 0.7778  0.674
C -4.4180 0.6917 1.0684  -0.484
C -5.6608 0.5719 0.4620  -0.827
C -6.0698 1.5112 -0.4743  -0.739
C -5.2298 2.5673 -0.7989  -0.826
C -3.9910 2.6968 -0.1812  -0.932
C 1.8133 1.5602 1.9776  -0.769
C 2.4415 2.6771 2.5315  -0.390
C 3.1860 2.5676 3.6980  -1.234
C 3.2829 1.3423 4.3434  -1.035
C 2.6188 0.2382 3.8324  -0.215
C 1.8898 0.3280 2.6442  0.064
P 0.8764 -1.0903 2.0613  2.784
C 2.0226 -2.4833 1.7053  0.813
C 1.5037 -3.5519 0.9716  -0.282
C 2.2652 -4.6934 0.7481  -0.706
C 3.5653 -4.7626 1.2283  -0.861
C 4.1115 -3.6720 1.8937  -0.747
C 3.3450 -2.5395 2.1343  -0.919
C 0.1672 -1.6293 3.6666  -0.177
C -0.4345 -0.6604 4.4709  0.059
C -1.0279 -1.0096 5.6774  -0.590
C -1.0351 -2.3371 6.0861  -0.711
C -0.4535 -3.3096 5.2809  -0.790
C 0.1486 -2.9599 4.0784  -0.302
C 2.2766 2.1966 -1.1384  -0.687
C 3.2039 3.1994 -0.8432  0.174
C 4.1124 3.6406 -1.7932  -0.992
C 4.0683 3.1317 -3.0838  -1.003
C 3.1836 2.1081 -3.3813  -0.101
C 2.3181 1.6003 -2.4095  -0.110
P 1.3940 0.0450 -2.7397  2.332
C 2.7636 -1.1109 -3.2189  0.865
C 3.4612 -0.9625 -4.4198  -0.509
C 4.5416 -1.7771 -4.7254  -0.961
C 4.9310 -2.7803 -3.8476  -0.786
C 4.2132 -2.9826 -2.6802  -0.897
C 3.1398 -2.1559 -2.3711  -0.264
C 0.5472 0.3017 -4.3313  0.170
C -0.0325 1.5318 -4.6456  -0.453
C -0.8033 1.6724 -5.7918  -0.906
C -1.0095 0.5845 -6.6315  -0.620
C -0.4233 -0.6387 -6.3361  -0.886
C 0.3467 -0.7838 -5.1878  -0.311
H 1.3217 4.7964 -0.5719  0.563
H 0.1450 6.8771 0.0166  0.449
H -1.9463 6.8007 1.3379  0.439
H -2.8821 4.6238 2.0458  0.573
H -0.3648 3.0245 3.6346  0.217
H -0.6183 3.3956 6.0515  0.449
H -2.6951 2.6886 7.2090  0.395
H -4.5643 1.7344 5.8939  0.436
H -4.3429 1.4173 3.4740  0.476
H -4.0876 -0.0696 1.7691  0.568
H -6.3102 -0.2587 0.7150  0.489
H -7.0369 1.4166 -0.9532  0.410
H -5.5416 3.3027 -1.5311  0.449
H -3.3555 3.5323 -0.4443  0.408
H 2.3333 3.6483 2.0588  0.494
H 3.6837 3.4408 4.1041  0.465
H 3.8479 1.2568 5.2640  0.424
H 2.6529 -0.7013 4.3724  0.639
H 0.4967 -3.4981 0.5784  0.117
H 1.8400 -5.5322 0.2090  0.465
H 4.1545 -5.6590 1.0737  0.392
H 5.1389 -3.7031 2.2362  0.436
H 3.7912 -1.6902 2.6323  0.441
H -0.4406 0.3739 4.1518  0.217
H -1.4761 -0.2403 6.2977  0.422
H -1.4992 -2.6131 7.0269  0.396
H -0.4643 -4.3484 5.5931  0.454
H 0.5922 -3.7282 3.4597  0.419
H 3.2422 3.6276 0.1522  0.387
H 4.8457 4.3943 -1.5270  0.444
H 4.7345 3.5117 -3.8483  0.455
H 3.1674 1.6965 -4.3815  0.213
H 3.1562 -0.2157 -5.1423  0.371
H 5.0802 -1.6278 -5.6544  0.438
H 5.7848 -3.4080 -4.0805  0.404
H 4.4805 -3.7837 -2.0013  0.543
H 2.6135 -2.3393 -1.4559  0.176
H 0.1313 2.3826 -3.9949  0.501
H -1.2411 2.6343 -6.0338  0.472
H -1.6299 0.6912 -7.5146  0.411
H -0.5610 -1.4865 -6.9981  0.455
H 0.7917 -1.7436 -4.9530  0.419
O -1.6057 -2.6347 1.6458  -0.404
H -2.2066 -2.4215 2.3724  0.203
H -2.0225 -3.3525 1.1521  0.243
O -1.2316 1.2962 -1.8124  -0.256
H -1.4619 2.2272 -1.9340  0.181
H -1.8623 0.7845 -2.3377  0.240
C -1.4731 -5.0107 -4.2318  -0.803
C -0.1822 -4.5780 -3.8582  -0.820
C -0.0262 -3.5980 -2.9185  -0.614
C -1.1394 -2.9761 -2.3016  0.323
C -0.9835 -1.9076 -1.3584  1.440
C -2.1327 -1.3513 -0.8422  -0.151
C -3.4281 -1.8310 -1.1539  -0.819
C -3.5708 -2.8560 -2.0426  -1.286
C -2.4305 -3.4397 -2.6576  1.299
C -2.5695 -4.4610 -3.6322  -0.951
H -1.5874 -5.7753 -4.9903  0.427
H 0.6879 -5.0268 -4.3239  0.485
H 0.9663 -3.2770 -2.6443  0.770
H -2.0688 -0.5310 -0.1222  -0.851
H -4.2990 -1.3833 -0.6905  0.168
H -4.5577 -3.2297 -2.2951  0.400
H -3.5701 -4.7854 -3.8979  0.471